The following is a DFT calculation (wB97M-V/def2-TZVPD) of a cluster of 2 separate species, C4H6O2 in total.

Last column: Löwdin charge in e.
Element x y z (Å)
C -0.9726 1.3158 -0.2910  0.053
C 0.2544 1.1116 0.1493  -0.387
C 1.5588 0.5177 0.1820  -0.044
O 1.0774 1.5246 1.1348  0.034
H -1.3225 0.7957 -1.1733  0.059
H -1.6322 2.0216 0.1976  0.063
H 2.3373 0.8653 -0.4929  0.117
H 1.6945 -0.4777 0.5979  0.104
C -0.7531 -1.9174 -0.0719  -0.157
O 0.2290 -2.1321 -0.7373  -0.015
H -0.6948 -1.5852 0.9819  0.086
H -1.7762 -2.0399 -0.4771  0.086

Properties
Gap between HOMO and LUMO ... 10.2 eV
Energy above the lowest of the compared OMol25 structures with the same formula, charge and spin ... 334.2 kJ/mol
E ... -306.37901 Ha
HOMO energy ... -9.43 eV
Structure (SMILES) ... C=C1CO1.C=O
LUMO ... 0.8 eV

The following is a DFT calculation (wB97M-V/def2-TZVPD) of a structure of composition C26H57Br16N3OS2Si2.

Last column: Löwdin charge in e.
Element x y z (Å)
C 1.3339 1.6486 5.7597  -0.128
C 0.0559 1.6923 6.7858  -0.259
N -1.0445 0.7074 6.5020  -0.204
C -0.6133 -0.7341 6.5395  -0.287
C 0.5816 -1.1041 7.5942  -0.113
C -1.8211 1.0056 5.2407  -0.895
S -3.0663 -0.1110 4.7763  0.593
S -1.6312 2.4894 4.1138  0.775
C -0.4238 2.1823 2.7170  -0.561
C -0.8999 1.0314 1.6341  -0.292
C 0.4292 0.7503 0.6585  -0.266
Si 1.5755 -0.6615 1.3368  0.519
C 1.4886 -2.2669 0.2404  -0.269
C 1.0647 -3.6057 1.1468  -0.223
N 0.8013 -4.7637 0.4432  0.021
O 3.2309 -0.0571 1.3193  -0.433
Si 3.9426 -0.0856 2.9495  0.481
N 4.5587 1.5516 3.4414  -0.139
H 1.3141 2.5995 5.0383  0.053
H 1.2711 0.7054 5.0687  0.056
H 2.3512 1.7265 6.3559  0.088
H -0.3982 2.7933 6.6967  0.117
H 0.4775 1.6532 7.9025  0.124
H -1.5637 -1.3655 6.8923  0.109
H -0.3628 -1.1632 5.4543  0.123
H 0.5524 -2.2697 7.7830  0.091
H 0.5916 -0.4663 8.5802  0.083
H 1.6078 -0.9011 7.0189  0.078
H 0.6658 1.8935 3.0590  0.023
H -0.3121 3.1917 2.0972  0.037
H -1.6964 1.5527 0.9272  0.111
H -1.3062 0.0514 2.1304  0.069
H 0.1414 0.6096 -0.4674  0.089
H 1.0707 1.7453 0.7211  0.064
H 1.2166 -0.8912 2.7322  -0.020
H 0.6748 -2.0498 -0.5943  0.095
H 2.5430 -2.4431 -0.2525  0.024
H 1.0145 -3.5776 2.3374  0.109
H 0.9261 -4.5653 -0.5834  0.036
H 5.0854 -0.9920 2.9680  -0.048
H 2.9936 -0.5736 3.9525  -0.061
H 4.5964 1.6369 4.5017  0.040
H 3.9646 2.3189 3.0371  -0.040
Br -6.2529 -4.0873 3.3900  0.597
C -4.9046 -4.8979 4.5435  -0.691
C -3.7273 -3.9716 4.7435  -0.700
Br -2.5705 -3.9517 3.1734  0.576
H -4.6327 -5.8557 4.0930  0.053
H -5.4168 -5.0804 5.4934  0.058
H -3.0924 -4.3275 5.5604  0.058
H -4.0180 -2.9360 4.9394  0.010
Br -3.3947 -1.3251 0.3150  0.592
C -4.5110 0.1600 0.9097  -0.683
C -5.9778 -0.1987 0.8462  -0.666
Br -6.6394 -0.1417 -0.9876  0.630
H -4.2477 1.0240 0.2946  0.052
H -4.2050 0.3484 1.9435  0.021
H -6.5777 0.5384 1.3883  0.062
H -6.1980 -1.1968 1.2346  0.043
Br 6.4970 -4.4263 -3.1949  0.604
C 6.3502 -2.5109 -2.8553  -0.719
C 5.2087 -2.2084 -1.9121  -0.665
Br 3.4898 -2.3176 -2.8271  0.657
H 6.2529 -2.0206 -3.8270  -0.032
H 7.3070 -2.2287 -2.4048  0.064
H 5.2728 -1.1785 -1.5486  0.066
H 5.1596 -2.8887 -1.0576  0.055
Br 3.8594 2.7471 -4.3712  0.602
C 4.1427 1.6274 -5.9433  -0.702
C 4.6601 0.2612 -5.5559  -0.679
Br 6.5535 0.3291 -5.0929  0.645
H 4.8155 2.1746 -6.6083  0.009
H 3.1584 1.5468 -6.4151  0.061
H 4.5988 -0.4277 -6.4035  0.064
H 4.1373 -0.1744 -4.7002  -0.004
Br -7.5120 -0.1891 -4.3341  0.588
C -8.2150 1.5569 -3.8213  -0.696
C -7.7750 2.6299 -4.7904  -0.695
Br -5.9161 3.1359 -4.4863  0.600
H -7.8939 1.7413 -2.7932  0.004
H -9.3033 1.4417 -3.8424  0.063
H -8.3491 3.5480 -4.6342  0.059
H -7.8569 2.3287 -5.8382  0.052
Br 6.5269 0.7938 -9.7792  0.600
C 5.0509 1.9183 -10.3812  -0.696
C 5.4915 3.3538 -10.5530  -0.691
Br 5.6549 4.2527 -8.8300  0.615
H 4.2405 1.7958 -9.6584  0.047
H 4.7433 1.4924 -11.3414  0.059
H 4.7366 3.9247 -11.1016  0.058
H 6.4557 3.4544 -11.0587  0.054
Br 1.9878 4.2380 2.3667  0.749
C 3.8521 4.6927 2.0157  -0.677
C 4.0052 6.1607 1.6903  -0.693
Br 3.4252 6.5437 -0.1319  0.610
H 4.1971 4.0319 1.2166  0.062
H 4.3831 4.4457 2.9404  0.053
H 5.0589 6.4535 1.7212  0.061
H 3.4311 6.8143 2.3526  0.054
Br -6.8283 -6.1746 -4.9121  0.595
C -7.1938 -4.3761 -4.2508  -0.705
C -5.9928 -3.8018 -3.5352  -0.699
Br -5.8015 -4.5675 -1.7517  0.594
H -8.0845 -4.4420 -3.6212  0.054
H -7.4277 -3.7878 -5.1436  0.051
H -6.1200 -2.7276 -3.3716  0.007
H -5.0499 -3.9761 -4.0606  0.056

Properties
Gap between HOMO and LUMO ... 7.7 eV
E ... -43823.84413 Ha
HOMO energy ... -8.47 eV
LUMO ... -0.8 eV

The following is a DFT calculation (wB97M-V/def2-TZVPD) of the ion C7H14N5O with charge +1.

Last column: Löwdin charge in e.
Element x y z (Å)
N 0.8690 1.7935 1.3642  0.175
C 0.9573 0.6834 0.4287  -0.522
N -0.5254 0.3673 -0.0180  -0.023
C -1.3897 -0.0103 1.0906  -0.097
C -2.7129 -0.4374 0.4246  -0.221
O -2.6113 -1.3884 -0.5323  -0.084
C -1.7631 -1.0606 -1.5854  -0.148
C -0.3356 -0.7449 -1.0151  -0.064
N 1.3852 -0.5801 1.0085  0.112
C 2.6517 -0.7160 0.9033  -0.145
N 3.5058 -0.0113 0.0538  0.078
C 2.8913 0.7670 -0.8665  -0.181
N 1.6535 1.0344 -0.7767  0.116
H 1.3234 2.6051 1.1151  0.068
H 0.9120 1.5424 2.3206  0.092
H -0.8961 1.2496 -0.2509  0.162
H -1.6006 0.8770 1.7036  0.134
H -0.8059 -0.7641 1.7901  0.175
H -3.4643 -0.7425 1.1276  0.133
H -3.2820 0.4683 0.1036  0.146
H -2.0942 -0.1740 -2.2405  0.166
H -1.6399 -1.9564 -2.1171  0.117
H 0.1208 -1.5695 -0.5129  0.125
H 0.2172 -0.5074 -1.9105  0.126
H 3.0659 -1.6444 1.5083  0.179
H 4.4703 -0.4182 -0.1820  0.195
H 3.5349 1.2672 -1.7361  0.188

Properties
Gap between HOMO and LUMO ... 10.6 eV
Energy above the lowest of the compared OMol25 structures with the same formula, charge and spin ... 0.0 kJ/mol
E ... -623.86102 Ha
HOMO energy ... -13.46 eV
Structure (SMILES) ... NC1([NH+]2CCOCC2)N=CNC=N1
LUMO ... -2.9 eV
Total charge ... +1

Question: Among the records above, which one has the highest LUMO?
Answer: C4H6O2